(1)
The following is a quantum chemistry calculation of the molecule C4H5NO at a distorted geometry, from OMol25.

Geometry (Å):
C1 -0.4413 -0.1557 1.2305
H1 1.2866 -1.4323 1.1702
C2 0.3354 0.4787 -1.0820
C3 -0.8642 0.9578 0.5278
O1 -0.0109 1.5559 -0.4365
C4 0.4531 -1.0238 0.6071
H2 -0.5794 -0.1706 2.3079
H3 0.7388 -0.6062 -2.6047
H4 -1.6366 1.6406 0.8458
H5 0.1621 -1.5882 -0.2676
N1 0.5564 0.3438 -2.2984

Cartesian forces (eV/Å) of the 2 atoms listed first:
C -0.54 1.54 -0.39
H 0.14 0.09 -0.17

* total energy: -7762.110 eV
* energy relative to the best compared isomer or geometry (same formula, charge and spin): 4.417 eV

(2)
The following is a quantum chemistry calculation of the molecule C4H5NO, from OMol25.

Geometry (Å):
H1 -1.0591 3.2448 -0.6769
O1 -0.3155 1.6098 -1.2436
H2 0.8978 -2.1134 1.2035
H3 1.5696 -0.4798 0.9936
H4 0.0869 -0.7120 1.9388
C1 -0.0756 0.2862 -1.0100
H5 -1.0937 -1.4728 -0.2519
C2 0.6425 -1.0582 1.0599
C3 -1.0060 2.2067 -0.2788
N1 0.5423 -0.6451 -1.5529
C4 -0.1894 -0.8661 -0.1818

Cartesian forces (eV/Å) of the 2 atoms listed first:
H -0.04 -0.10 0.07
O -0.16 0.03 0.27

* total energy: -7761.258 eV
* energy relative to the best compared isomer or geometry (same formula, charge and spin): 5.269 eV

(3)
The following is a quantum chemistry calculation of a cluster of 2 separate species, C4H5NO in total at a distorted geometry, from OMol25.

Geometry (Å):
H1 -0.9898 -1.9068 -1.3897
H2 -0.1593 1.8971 2.3220
H3 -0.3563 0.2405 2.9179
O1 0.0088 2.4548 -1.2163
H4 0.6306 -2.2681 -0.6555
N1 0.3608 0.2149 -0.4259
C1 0.0545 1.4754 -0.5302
C2 -0.1030 0.8858 2.1001
C3 -0.0620 0.7703 0.7976
H5 0.5705 -1.8065 -2.4500
C4 0.0453 -1.9575 -1.4700

Cartesian forces (eV/Å) of the 2 atoms listed first:
H -1.53 -0.03 -0.01
H -0.04 1.91 0.91

* total energy: -7760.453 eV
* energy relative to the best compared isomer or geometry (same formula, charge and spin): 6.074 eV

(4)
The following is a quantum chemistry calculation of a structure of composition C4H5NO, from OMol25.

Geometry (Å):
H1 0.5122 -1.4925 -1.1781
N1 1.4215 1.2694 -0.1085
H2 0.9975 -1.8795 0.5269
H3 -0.8871 1.9251 0.5383
O1 -1.8443 -0.5427 -0.0971
C1 -0.4803 1.1325 -0.0809
C2 -0.6961 -0.2725 0.3982
H4 -0.6400 1.2581 -1.1460
H5 -0.5493 -0.3806 1.4959
C3 0.6975 -1.1059 -0.1751
C4 1.4685 0.0887 -0.1735

Cartesian forces (eV/Å) of the 2 atoms listed first:
H 0.09 0.02 0.08
N -0.04 -0.87 0.00

* total energy: -7761.957 eV
* energy relative to the best compared isomer or geometry (same formula, charge and spin): 4.569 eV